Entry 1:
Computed, not measured: 2 unconnected molecules or ions with the total composition C10H16, with the ωB97M-V functional and the def2-TZVPD basis.

Calculated values
* total charge: 0
* gap between HOMO and LUMO: 10.09 eV
* SMILES: Cc1ccccc1.CCC

CARTESIAN COORDINATES (ANGSTROEM)
H1 0.46 2.32 1.91
C1 -2.00 1.17 -0.10
C2 -0.25 1.65 1.43
H2 2.28 -0.93 -0.05
H3 -1.37 -1.51 1.84
C3 -1.30 -0.50 1.45
C4 -0.38 0.38 1.99
C5 2.11 -1.69 -2.04
H4 1.46 -3.38 0.30
H5 0.84 -0.53 -0.78
H6 2.66 -2.64 -2.02
H7 -1.48 4.21 0.04
C6 1.51 -1.39 -0.67
H8 -2.77 1.54 -0.78
H9 -0.01 -2.94 -0.48
H10 0.19 3.74 -0.05
H11 2.82 -0.92 -2.32
H12 1.33 -1.82 -2.80
H13 0.26 0.08 2.81
C7 -1.05 2.06 0.37
C8 -0.82 3.40 -0.27
H14 0.52 -2.27 1.06
H15 -0.75 3.31 -1.36
H16 -2.94 -0.71 0.02
C9 0.84 -2.52 0.05
C10 -2.16 -0.10 0.45

---

Entry 2:
Computed, not measured: 2 unconnected molecules or ions with the total composition C10H16, with the ωB97M-V functional and the def2-TZVPD basis.

Calculated values
* total charge: 0
* gap between HOMO and LUMO: 9.97 eV
* SMILES: Cc1ccccc1.CCC

CARTESIAN COORDINATES (ANGSTROEM)
H1 -2.00 1.21 -2.01
C1 -0.17 0.37 2.42
H2 -0.58 -2.14 -2.19
H3 3.11 -0.77 0.28
H4 2.63 2.49 1.05
H5 2.06 2.73 3.37
H6 -2.06 -2.77 -3.08
H7 0.21 -1.01 0.89
H8 3.40 0.66 -0.38
C2 -1.56 0.22 -2.04
H9 -1.90 -2.95 -1.35
H10 -3.13 -1.00 -1.07
C3 0.36 1.33 3.27
C4 2.52 0.01 -0.22
C5 -1.65 -2.29 -2.19
C6 1.41 2.12 2.75
C7 1.61 0.64 0.79
H11 -0.94 0.00 -1.15
H12 0.06 1.54 4.27
C8 -2.50 -1.02 -1.96
H13 -1.08 -0.16 2.70
H14 -0.97 0.11 -2.95
H15 1.99 -0.18 -1.15
C9 0.53 -0.05 1.27
H16 -3.24 -0.93 -2.80
C10 1.89 1.84 1.49

---

Entry 3:
Computed, not measured: 2 unconnected molecules or ions with the total composition C10H16, with the ωB97M-V functional and the def2-TZVPD basis.

Calculated values
* total charge: 0
* gap between HOMO and LUMO: 9.85 eV
* SMILES: Cc1ccccc1.CCC

CARTESIAN COORDINATES (ANGSTROEM)
H1 2.48 1.46 0.52
C1 -1.94 -0.42 1.44
C2 -0.71 0.86 -0.29
C3 -1.27 -1.01 -2.19
H2 3.70 0.95 1.74
C4 2.56 -0.64 0.83
C5 -0.12 0.97 -1.54
H3 -2.45 -2.09 -0.81
C6 -0.54 0.10 -2.63
H4 -2.77 0.27 1.59
H5 -1.16 -0.33 2.16
C7 2.70 0.74 1.40
H6 0.63 1.61 -1.89
H7 1.41 -0.65 0.53
H8 2.85 -1.36 1.57
C8 -1.76 -1.29 -0.93
H9 -2.36 -1.36 1.63
H10 0.56 0.76 1.84
H11 -0.63 1.69 0.47
H12 1.46 -0.06 3.08
H13 -1.62 -1.70 -3.01
H14 1.66 1.84 2.98
H15 3.15 -0.96 -0.01
C9 -1.49 -0.29 0.04
C10 1.47 0.88 2.41
H16 -0.30 0.52 -3.56

---

Entry 4:
Computed, not measured: 2 unconnected molecules or ions with the total composition C10H16, with the ωB97M-V functional and the def2-TZVPD basis.

Calculated values
* total charge: 0
* gap between HOMO and LUMO: 10.15 eV
* SMILES: Cc1ccccc1.CCC

CARTESIAN COORDINATES (ANGSTROEM)
H1 0.60 2.95 -0.16
C1 1.08 2.35 -1.03
C2 -2.59 -0.02 1.22
H2 1.43 -1.13 2.22
H3 1.29 1.45 1.45
H4 1.79 -2.69 0.50
H5 2.11 -2.05 -2.01
C3 1.64 -0.10 -1.62
H6 0.35 2.40 -1.89
H7 2.04 2.82 -1.40
H8 -1.60 0.61 1.02
C4 1.43 0.88 -0.71
C5 1.84 -1.72 0.16
C6 -2.54 -1.31 0.43
H9 -3.52 -1.76 0.34
C7 -3.69 0.96 0.75
C8 1.41 0.58 0.64
H10 -1.74 -2.04 0.75
C9 1.88 -1.39 -1.18
H11 -2.20 -1.17 -0.66
H12 -2.60 -0.12 2.33
H13 -4.69 0.81 1.20
H14 -3.97 1.00 -0.31
H15 1.76 -0.01 -2.67
C10 1.57 -0.74 1.07
H16 -3.31 2.00 0.89

---

Entry 5:
Computed, not measured: 2 unconnected molecules or ions with the total composition C10H16, with the ωB97M-V functional and the def2-TZVPD basis.

Calculated values
* total charge: 0
* gap between HOMO and LUMO: 10.01 eV
* SMILES: Cc1ccccc1.CCC

CARTESIAN COORDINATES (ANGSTROEM)
C1 -1.04 1.86 0.66
C2 1.36 -1.21 -1.20
C3 1.57 -2.54 -0.45
H1 -3.16 -0.68 -0.06
H2 0.82 -1.34 -2.13
H3 -1.37 3.10 2.42
C4 -2.00 0.87 0.85
H4 0.15 2.88 -0.76
H5 -1.78 -0.57 -2.25
C5 -0.55 2.64 1.86
H6 2.43 -1.22 0.99
H7 2.26 -0.63 -1.40
H8 1.15 -2.12 1.60
H9 2.36 -3.04 -1.02
H10 -0.33 1.20 -2.56
C6 -0.92 1.22 -1.66
H11 0.12 3.41 1.49
C7 2.04 -2.24 0.99
H12 0.62 -3.05 -0.46
C8 -0.56 2.07 -0.62
H13 2.67 -2.96 1.48
H14 -2.49 0.81 1.81
H15 -0.01 1.98 2.55
C9 -1.76 0.14 -1.44
H16 0.74 -0.60 -0.56
C10 -2.33 0.00 -0.18

---

Entry 6:
Computed, not measured: a single C10H16 molecule, with the ωB97M-V functional and the def2-TZVPD basis.

Calculated values
* total charge: 0
* gap between HOMO and LUMO: 10.04 eV
* SMILES: CC1(C)[C@H]2C[C@H]3C[C@@H]1[C@]32C

CARTESIAN COORDINATES (ANGSTROEM)
H1 -1.23 2.37 0.25
H2 -2.84 -0.84 0.71
C1 0.66 -1.28 -1.21
C2 0.68 -1.19 1.32
H3 -2.69 1.61 0.76
C3 0.02 0.10 -1.04
C4 -1.05 0.22 0.02
C5 1.18 0.43 -0.01
H4 -2.37 1.52 -0.98
H5 2.73 1.59 0.88
H6 -0.03 -2.03 1.44
C6 2.17 1.57 -0.10
H7 1.21 -1.44 -2.15
C7 1.47 -1.07 0.04
H8 -0.10 0.82 2.00
H9 -1.54 -1.95 0.09
C8 0.03 0.21 1.12
H10 2.79 1.41 -0.96
H11 1.63 2.52 -0.19
H12 -0.04 -2.13 -1.14
H13 2.49 -1.45 -0.01
H14 -0.02 0.72 -1.96
H15 -2.54 -1.05 -1.04
C9 -1.91 1.53 0.00
H16 1.35 -1.20 2.20
C10 -2.05 -0.97 -0.05

---

Entry 7:
Computed, not measured: 2 unconnected molecules or ions with the total composition C10H16, with the ωB97M-V functional and the def2-TZVPD basis.

Calculated values
* total charge: 0
* gap between HOMO and LUMO: 9.93 eV
* SMILES: CCc1ccccc1.CC

CARTESIAN COORDINATES (ANGSTROEM)
H1 -0.81 0.99 0.64
H2 3.44 -0.38 0.88
H3 -2.17 -1.31 2.50
H4 -3.28 0.56 1.17
H5 0.80 -1.53 1.12
H6 -4.21 -0.72 0.73
C1 -0.57 1.59 -1.41
C2 -2.22 -1.54 1.45
H7 -2.47 -2.64 1.22
C3 1.89 0.50 -1.34
H8 2.53 0.58 1.66
H9 -1.18 -1.42 0.94
H10 -2.86 -0.56 -0.45
C4 1.58 1.37 -2.36
H11 -0.07 2.63 -3.10
H12 2.29 1.70 -3.11
H13 1.73 -1.96 -0.13
C5 0.31 1.89 -2.45
H14 2.50 -0.92 2.49
H15 2.89 0.09 -1.32
C6 2.47 -0.50 1.49
C7 -3.19 -0.57 0.74
C8 1.46 -1.03 0.52
C9 0.96 0.21 -0.39
H16 -1.54 2.15 -1.24
C10 -0.29 0.84 -0.27

---

Entry 8:
Computed, not measured: 2 unconnected molecules or ions with the total composition C10H16, with the ωB97M-V functional and the def2-TZVPD basis.

Calculated values
* total charge: 0
* gap between HOMO and LUMO: 10.05 eV
* SMILES: CCc1ccccc1.CC

CARTESIAN COORDINATES (ANGSTROEM)
H1 -1.61 -1.36 -2.37
C1 0.43 -0.84 -2.63
C2 -0.92 -0.11 -0.78
H2 -1.55 -0.57 2.75
H3 -1.65 -1.94 1.51
C3 0.02 -2.13 2.78
C4 -1.40 -1.62 2.51
H4 0.70 -1.61 2.09
H5 2.36 0.08 -2.76
H6 -0.93 1.21 1.43
C5 1.44 -0.03 -2.18
C6 -0.78 -0.84 -1.93
H7 0.63 3.18 -0.18
H8 -1.85 -0.16 -0.23
H9 2.23 1.13 -0.59
H10 0.10 3.51 1.56
H11 0.38 -1.96 3.79
C7 -0.02 2.92 0.65
H12 0.44 -1.31 -3.59
C8 1.33 0.66 -0.98
H13 0.09 -3.17 2.46
C9 0.16 0.62 -0.26
H14 -1.02 3.15 0.28
H15 -1.99 -2.11 3.29
H16 0.81 1.09 1.73
C10 0.04 1.42 1.03